Entry from the Open Molecules 2025 dataset: a 2-piece molecular cluster, C3H3P overall in a non-equilibrium geometry (wB97M-V/def2-TZVPD).

XYZ file:
```
7
Properties=species:S:1:pos:R:3:mulliken_charge:R:1
C 0.783 -1.853 0.249 0.2181
C 0.276 -0.817 -0.055 -0.2270
C -0.231 0.454 -0.121 -0.5315
P -1.172 1.221 -1.222 -0.1318
H 1.321 -2.729 0.312 0.4614
H 0.590 1.320 1.305 0.1648
H -1.568 2.404 -0.469 0.0460
```

Values from the calculation:
Energy above the lowest of the compared OMol25 structures with the same formula, charge and spin (kcal per mole): 72.4
Orbital gap (alpha / beta) (eV): 8.2 / 8.2